Record 1
# C5H10NO

The ion C5H10NO with charge -1 in a non-equilibrium geometry (ωB97M-V/def2-TZVPD, the Open Molecules 2025 dataset).

```
17
C5H10NO ωB97M-V/def2-TZVPD
C -0.590 -0.070 -2.819
C -1.158 0.333 -1.696
C -1.303 -0.665 -0.549
C 0.086 -0.894 0.194
N 0.825 0.352 0.300
C 0.846 0.906 1.768
O 1.228 0.062 2.689
H -0.438 0.564 -3.690
H -0.328 -1.104 -2.998
H -1.523 1.326 -1.480
H -1.956 -0.275 0.229
H -1.692 -1.606 -0.915
H 0.632 -1.729 -0.265
H -0.221 -1.328 1.154
H 1.726 0.118 -0.079
H 1.502 1.803 1.608
H -0.221 1.241 1.897
```

* total charge: -1
* E_LUMO: 0.143 Eh
* HOMO energy: -0.091 Eh
* energy relative to the best compared isomer or geometry (same formula, charge and spin): 0.921 eV
* gap between HOMO and LUMO: 6.39 eV
* calculated total energy: -8883.19638 eV
* SMILES string: C=CCCNC[O-]

=====

Record 2
# C5H7NO

The molecule C5H7NO (ωB97M-V/def2-TZVPD, the Open Molecules 2025 dataset).

```
14
C5H7NO ωB97M-V/def2-TZVPD
C -2.273 0.198 0.148
C -0.821 -0.069 -0.049
C -0.246 -1.263 -0.279
O 1.106 -1.136 -0.368
C 1.398 0.177 -0.188
N 2.771 0.409 -0.115
C 0.254 0.889 -0.034
H -2.460 0.729 1.090
H -2.826 -0.747 0.168
H -2.639 0.807 -0.682
H -0.629 -2.263 -0.392
H 3.195 -0.513 -0.170
H 3.050 0.824 0.772
H 0.123 1.947 0.098
```

* E_LUMO: 0.036 Eh
* HOMO energy: -0.289 Eh
* energy relative to the best compared isomer or geometry (same formula, charge and spin): 0.733 eV
* gap between HOMO and LUMO: 8.85 eV
* calculated total energy: -8835.47027 eV
* SMILES string: Cc1coc(N)c1

=====

Record 3
# C14H26F6O10S2

A cluster of 4 separate species, C14H26F6O10S2 in total in a non-equilibrium geometry (ωB97M-V/def2-TZVPD, the Open Molecules 2025 dataset).

```
58
C14H26F6O10S2 ωB97M-V/def2-TZVPD
C -9.129 1.622 6.948
C -8.093 2.735 6.751
O -7.300 2.480 5.552
C -6.360 1.634 5.517
O -6.062 0.807 6.400
C -5.744 1.436 4.125
F -6.221 0.386 3.467
F -6.046 2.538 3.418
F -4.440 1.322 4.253
H -10.020 2.003 7.447
H -8.707 0.738 7.427
H -9.313 1.461 5.886
H -7.554 3.043 7.647
H -8.649 3.601 6.390
C 4.057 4.324 2.731
C 2.693 4.010 3.268
O 1.694 4.983 2.871
C 1.179 4.984 1.647
O 1.524 4.246 0.720
C 0.009 5.917 1.448
F -0.151 6.733 2.590
F 0.251 6.663 0.428
F -1.137 5.214 1.297
H 4.292 3.963 1.729
H 4.748 3.818 3.405
H 4.180 5.376 2.990
H 2.676 4.035 4.357
H 2.253 3.028 3.095
C 2.826 -0.561 -3.118
C 2.050 -0.615 -1.820
O 0.954 -1.502 -2.078
S -0.145 -1.395 -0.927
C -1.255 -0.059 -1.611
O -0.928 -2.643 -0.939
O 0.376 -0.818 0.355
H 2.316 -0.369 -4.062
H 3.434 -1.457 -3.239
H 3.566 0.239 -3.140
H 2.603 -1.039 -0.983
H 1.788 0.404 -1.533
H -2.000 0.095 -0.830
H -1.574 -0.381 -2.602
H -0.542 0.762 -1.532
C 4.736 -4.200 -7.565
C 4.861 -5.348 -6.618
O 3.568 -5.907 -6.266
S 3.386 -7.101 -5.103
C 3.420 -5.840 -3.645
O 2.060 -7.696 -5.229
O 4.625 -7.934 -5.031
H 4.255 -4.525 -8.487
H 5.695 -3.858 -7.954
H 4.163 -3.382 -7.128
H 5.586 -6.118 -6.883
H 5.317 -5.101 -5.659
H 2.845 -6.085 -2.752
H 2.941 -4.982 -4.117
H 4.445 -5.686 -3.309
```

* E_LUMO: 0.012 Eh
* HOMO energy: -0.402 Eh
* gap between HOMO and LUMO: 11.26 eV
* calculated total energy: -73386.88944 eV
* SMILES string: CCOC(=O)C(F)(F)F.CCOC(=O)C(F)(F)F.CCOS(C)(=O)=O.CCOS(C)(=O)=O

=====

Record 4
# C60H79BrI2N5O9P4RbSSi2

A structure of composition C60H79BrI2N5O9P4RbSSi2 in a non-equilibrium geometry (ωB97M-V/def2-TZVPD, the Open Molecules 2025 dataset).

```
164
C60H79BrI2N5O9P4RbSSi2 ωB97M-V/def2-TZVPD
Rb 0.139 0.103 -0.649
C 5.737 1.342 -2.206
Si 4.308 2.222 -1.276
C 5.137 3.558 -0.172
C 3.365 3.210 -2.610
N 3.163 1.249 -0.507
P 3.289 0.249 0.736
C 1.785 0.172 1.513
P 1.459 -1.047 2.640
N -0.047 -1.595 2.488
Si -0.975 -2.408 3.638
C -2.437 -3.210 2.707
C -0.200 -3.812 4.696
C -1.805 -1.305 4.972
C 1.556 -0.332 4.352
C 2.003 -0.928 5.527
C 1.979 -0.227 6.726
C 1.484 1.065 6.778
C 0.990 1.654 5.620
C 1.029 0.959 4.426
C 2.600 -2.467 2.829
C 2.256 -3.671 2.219
C 3.056 -4.791 2.371
C 4.211 -4.719 3.137
C 4.594 -3.508 3.694
C 3.807 -2.381 3.519
C 4.700 0.838 1.783
C 4.373 1.545 2.936
C 5.359 2.046 3.772
C 6.696 1.844 3.461
C 7.034 1.182 2.289
C 6.045 0.695 1.450
C 3.942 -1.371 0.138
C 3.184 -1.894 -0.906
C 3.443 -3.145 -1.433
C 4.487 -3.905 -0.924
C 5.248 -3.400 0.118
C 4.976 -2.149 0.653
H 6.671 1.907 -2.185
H 5.454 1.188 -3.248
H 5.923 0.358 -1.774
H 5.303 4.489 -0.718
H 6.095 3.228 0.232
H 4.495 3.781 0.681
H 4.013 3.446 -3.457
H 2.983 4.153 -2.218
H 2.519 2.633 -2.984
H -2.102 -4.061 2.112
H -2.883 -2.475 2.036
H -3.209 -3.558 3.396
H 0.541 -4.372 4.126
H -0.948 -4.518 5.063
H 0.308 -3.381 5.561
H -2.624 -0.726 4.540
H -1.081 -0.607 5.393
H -2.213 -1.902 5.792
H 2.372 -1.945 5.514
H 2.351 -0.698 7.629
H 1.483 1.610 7.715
H 0.585 2.659 5.654
H 0.671 1.400 3.500
H 1.338 -3.699 1.643
H 2.772 -5.729 1.908
H 4.825 -5.600 3.281
H 5.511 -3.440 4.268
H 4.122 -1.423 3.917
H 3.322 1.678 3.168
H 5.088 2.584 4.673
H 7.474 2.201 4.126
H 8.078 1.046 2.028
H 6.316 0.209 0.521
H 2.385 -1.286 -1.303
H 2.828 -3.516 -2.245
H 4.708 -4.884 -1.336
H 6.062 -3.990 0.527
H 5.568 -1.789 1.482
C -6.598 0.493 -0.095
C -5.916 -0.857 0.108
C -6.384 -1.490 1.413
O -4.502 -0.717 0.224
P -3.366 -0.743 -0.900
O -2.080 -0.884 -0.235
C -3.583 0.747 -1.918
P -2.829 2.079 -0.931
O -1.436 1.948 -0.529
O -3.851 2.157 0.298
C -3.308 2.506 1.604
C -2.849 1.265 2.348
C -4.414 3.241 2.347
O -2.954 3.468 -1.700
C -3.979 4.103 -2.462
C -4.189 3.439 -3.817
C -5.277 4.204 -1.671
O -3.829 -1.911 -1.906
C -3.751 -3.355 -1.715
C -1.693 -3.978 -0.581
C -4.531 -3.781 -0.481
H -7.662 0.414 0.125
H -6.491 0.852 -1.118
H -6.139 1.217 0.573
H -6.144 -1.526 -0.731
H -6.166 -0.813 2.239
H -5.855 -2.422 1.599
H -7.456 -1.685 1.381
H -4.629 0.930 -2.148
H -3.012 0.671 -2.837
H -2.454 3.173 1.455
H -3.664 0.544 2.412
H -2.527 1.538 3.352
H -2.015 0.786 1.837
H -5.235 2.557 2.569
H -4.799 4.066 1.746
H -4.024 3.634 3.285
H -3.574 5.109 -2.617
H -4.939 2.649 -3.760
H -3.262 2.996 -4.181
H -4.532 4.175 -4.544
H -5.687 3.209 -1.495
H -6.004 4.795 -2.228
H -5.099 4.677 -0.706
H -4.248 -3.718 -2.623
H -2.034 -4.811 0.039
H -1.696 -3.062 0.005
H -0.680 -4.169 -0.930
H -4.126 -3.303 0.410
H -4.451 -4.861 -0.369
H -5.580 -3.516 -0.602
I 4.056 -3.102 -6.897
C 3.289 -1.733 -5.525
C 2.005 -1.239 -5.488
N 1.973 -0.407 -4.435
N 3.133 -0.351 -3.790
C 3.956 -1.150 -4.438
H 1.157 -1.410 -6.126
H 1.142 0.021 -4.034
H 4.973 -1.289 -4.115
Br 2.235 7.039 1.063
C 1.278 6.332 -0.415
C 1.021 7.185 -1.477
C 0.337 6.717 -2.585
C -0.069 5.390 -2.632
C 0.189 4.545 -1.568
C 0.850 5.005 -0.435
I 1.146 3.684 1.165
H 1.359 8.211 -1.425
H 0.136 7.388 -3.409
H -0.587 5.002 -3.498
H -0.127 3.515 -1.608
O -2.042 1.311 -5.050
C -1.750 0.194 -4.601
N -0.915 -0.053 -3.587
S -0.987 -1.605 -3.013
O 0.374 -2.166 -2.997
O -2.484 -3.885 -1.777
C -1.839 -2.189 -4.520
C -2.182 -3.464 -4.924
C -3.037 -3.599 -6.011
C -3.578 -2.476 -6.631
C -3.234 -1.200 -6.212
C -2.332 -1.069 -5.168
H -1.788 -4.326 -4.403
H -3.297 -4.586 -6.375
H -4.272 -2.606 -7.453
H -3.659 -0.314 -6.667
```

* total charge: -2
* E_LUMO: 0.112 Eh
* HOMO energy: -0.050 Eh
* energy relative to the best compared isomer or geometry (same formula, charge and spin): 0.000 eV
* gap between HOMO and LUMO: 4.41 eV
* calculated total energy: -240034.80440 eV